Computed, not measured: a cluster of 2 separate species, C20H38B2N4O4 in total at a distorted geometry, with ωB97M-V/def2-TZVPD.

Frontier orbital gap (spin up / spin down) (eV): 7.300 / 8.025
E_tot (eV): -36853.5485
Total charge: +1
HOMO (spin up / spin down) (eV): -10.71 / -11.43
Multiplicity: 2
⟨S²⟩: 0.754
Energy above the lowest of the compared OMol25 structures with the same formula, charge and spin (kcal per mole): 36.3
M (g/mol): 420.172

Last column: Mulliken spin population.
CARTESIAN COORDINATES (ANGSTROEM)
H  -4.190  -3.553  -2.835  0.000
H  2.242  2.727  2.889  0.004
C  6.219  1.077  1.622  0.011
H  -0.156  -1.632  -0.147  0.001
C  -4.857  -0.870  -2.062  0.000
H  1.691  -1.736  -0.233  -0.002
H  -3.486  1.524  -2.548  0.000
C  3.132  3.044  2.333  0.019
C  -4.898  -3.469  -1.988  0.000
H  1.951  1.597  -0.578  0.009
H  -7.446  -3.617  0.977  0.000
H  -5.047  -5.649  -1.805  0.000
C  4.332  2.957  3.272  -0.018
H  5.192  3.481  2.845  0.000
C  -3.562  -0.936  -3.026  0.000
H  -2.087  -0.931  -1.504  0.000
C  0.727  -1.928  -0.775  0.001
H  -5.220  1.192  -1.069  0.000
B  -1.024  0.172  -3.008  0.001
C  -2.434  -0.142  -2.232  0.000
O  -0.930  0.496  -4.372  0.000
C  3.273  2.193  1.058  0.034
C  5.128  -0.801  2.700  -0.009
H  4.685  2.168  -0.625  -0.012
C  -4.481  0.350  -1.129  0.000
H  6.316  2.147  1.453  0.001
H  -3.076  -1.929  -3.184  0.000
H  1.103  1.831  0.961  0.003
H  1.687  -1.254  -2.640  0.001
C  4.238  2.887  0.065  0.018
H  -3.253  -1.751  0.179  0.000
H  -2.739  1.646  -1.052  0.000
H  -3.708  -0.516  -4.061  0.000
H  4.098  3.472  4.207  0.002
C  -6.347  -2.261  -0.344  0.000
H  3.717  3.622  -0.552  0.001
H  5.584  1.470  4.188  0.001
H  5.038  3.436  0.560  0.002
C  1.915  2.201  0.332  -0.039
H  7.069  0.806  2.253  0.000
H  0.023  -1.932  -2.847  0.000
H  6.350  0.566  0.666  -0.008
C  -5.374  -2.189  -1.437  0.000
O  2.736  0.103  1.803  0.593
H  6.032  -0.890  3.307  0.000
H  0.643  -3.046  -0.901  0.000
C  0.656  -1.262  -2.193  0.000
H  2.964  4.090  2.063  0.000
H  -5.626  -0.463  -2.781  0.000
H  5.258  -1.434  1.819  0.000
C  4.891  0.666  2.297  0.024
H  4.313  -1.208  3.299  -0.001
C  -6.723  -3.582  0.123  0.000
H  -6.708  -1.298  0.075  0.000
H  3.883  1.066  4.176  0.004
H  1.638  3.218  0.046  -0.001
N  -3.590  -1.160  0.951  0.000
H  -3.308  1.408  1.629  0.000
N  3.758  0.807  1.334  0.340
H  -2.776  -1.047  1.562  0.000
O  0.117  0.080  -2.190  0.001
C  -5.413  -4.682  -1.374  0.000
C  4.683  1.502  3.568  0.020
N  -6.305  -4.778  -0.359  0.000
H  -1.004  -0.354  -4.851  0.000
B  -4.071  0.110  0.431  0.000
O  -4.222  1.189  1.357  0.000
N  -3.223  1.001  -1.696  0.000